(P)
{"formula": "C16H52N6O10", "method": "ωB97M-V/def2-TZVPD", "lumo_energy_ev": 0.252, "orbital_gap_ev": 8.95, "total_charge": 0, "e_homo_ev": -8.7, "species": ["N", "C", "N", "O", "H", "H", "H", "H", "N", "C", "N", "O", "H", "H", "H", "H", "N", "C", "N", "O", "H", "H", "H", "H", "C", "C", "O", "H", "H", "H", "H", "H", "H", "C", "C", "O", "H", "H", "H", "H", "H", "H", "C", "C", "O", "H", "H", "H", "H", "H", "H", "C", "C", "O", "H", "H", "H", "H", "H", "H", "C", "C", "O", "H", "H", "H", "H", "H", "H", "C", "C", "O", "H", "H", "H", "H", "H", "H", "C", "O", "H", "H", "H", "H"], "positions_angstrom": [[-0.677, 0.516, 0.927], [-1.359, -0.423, 0.440], [-0.652, -1.304, -0.156], [-2.761, -0.376, 0.392], [-1.087, 1.185, 1.638], [0.318, 0.647, 0.819], [-1.135, -1.908, -0.816], [0.347, -1.370, -0.293], [-1.798, -2.813, -2.043], [-0.665, -3.136, -2.637], [-0.242, -2.288, -3.503], [0.127, -4.225, -2.353], [-2.269, -3.568, -1.521], [-2.427, -2.001, -2.394], [0.716, -2.405, -3.821], [-0.572, -1.335, -3.524], [2.659, -3.659, -1.525], [2.794, -2.741, -0.613], [3.831, -3.006, 0.129], [1.845, -1.838, -0.341], [1.729, -3.813, -1.922], [3.396, -4.424, -1.613], [3.843, -2.528, 1.096], [4.774, -3.284, -0.270], [-2.721, 0.800, 3.755], [-2.255, 2.206, 3.862], [-1.651, 2.509, 2.640], [-3.192, 0.497, 2.808], [-3.292, 0.611, 4.664], [-1.807, 0.182, 3.852], [-1.711, 2.352, 4.750], [-3.114, 2.904, 3.876], [-1.263, 3.350, 2.618], [1.572, 2.825, 0.397], [2.596, 1.755, 0.616], [1.981, 0.500, 0.837], [2.062, 3.821, 0.349], [0.769, 2.800, 1.134], [1.146, 2.693, -0.615], [3.121, 2.020, 1.501], [3.255, 1.718, -0.222], [2.359, -0.159, 0.282], [1.508, 2.610, 4.831], [1.202, 1.442, 3.967], [1.466, 0.244, 4.687], [0.884, 2.477, 5.672], [1.210, 3.587, 4.359], [2.571, 2.694, 5.088], [1.937, 1.525, 3.174], [0.228, 1.376, 3.529], [1.979, -0.245, 4.062], [0.743, -4.265, 1.582], [-0.341, -3.646, 2.428], [-0.147, -2.258, 2.555], [1.709, -4.349, 1.975], [0.627, -3.862, 0.528], [0.578, -5.265, 1.452], [-0.348, -4.139, 3.440], [-1.343, -3.817, 2.055], [-0.384, -1.936, 1.644], [1.369, 0.635, -2.524], [1.219, 1.767, -3.427], [2.041, 1.641, -4.618], [0.538, 0.667, -1.798], [2.308, 0.608, -2.044], [1.314, -0.248, -3.105], [1.388, 2.677, -2.918], [0.198, 1.757, -3.800], [1.466, 1.324, -5.313], [-2.298, 0.837, -5.191], [-2.531, 0.994, -3.691], [-1.766, 0.113, -2.967], [-3.148, 1.424, -5.700], [-2.372, -0.200, -5.524], [-1.324, 1.266, -5.463], [-3.596, 0.855, -3.573], [-2.209, 1.994, -3.444], [-1.821, 0.337, -2.033], [-2.524, 2.887, -0.554], [-1.240, 2.414, -0.960], [-2.968, 3.650, -1.197], [-2.545, 3.229, 0.456], [-3.261, 2.090, -0.509], [-0.941, 1.809, -0.316]]}

***

(Q)
{"formula": "C16H52N6O10", "method": "ωB97M-V/def2-TZVPD", "lumo_energy_ev": 0.272, "orbital_gap_ev": 9.94, "total_charge": 0, "e_homo_ev": -9.7, "species": ["N", "C", "N", "O", "H", "H", "H", "H", "N", "C", "N", "O", "H", "H", "H", "H", "N", "C", "N", "O", "H", "H", "H", "H", "C", "C", "C", "O", "H", "H", "H", "H", "H", "H", "H", "H", "C", "C", "C", "O", "H", "H", "H", "H", "H", "H", "H", "H", "C", "C", "C", "O", "H", "H", "H", "H", "H", "H", "H", "H", "C", "O", "H", "H", "H", "H", "C", "O", "H", "H", "H", "H", "C", "O", "H", "H", "H", "H", "C", "O", "H", "H", "H", "H"], "positions_angstrom": [[-19.981, -16.114, -11.785], [-19.954, -14.848, -12.259], [-20.928, -14.559, -13.146], [-19.138, -14.003, -11.824], [-19.401, -16.390, -11.012], [-20.547, -16.822, -12.218], [-20.971, -13.689, -13.671], [-21.571, -15.292, -13.393], [-19.803, -10.087, -14.957], [-19.968, -11.248, -14.277], [-19.216, -11.370, -13.152], [-20.769, -12.122, -14.657], [-19.196, -9.352, -14.655], [-20.357, -9.931, -15.780], [-19.320, -12.241, -12.630], [-18.680, -10.595, -12.821], [-20.421, -13.378, -17.301], [-21.529, -12.962, -17.980], [-22.401, -12.221, -17.228], [-21.738, -13.243, -19.156], [-19.706, -13.860, -17.812], [-20.214, -13.064, -16.367], [-23.337, -12.114, -17.567], [-22.184, -12.026, -16.263], [-17.602, -13.603, -15.440], [-16.242, -13.512, -14.793], [-16.059, -14.647, -13.780], [-15.244, -13.506, -15.795], [-18.377, -13.482, -14.684], [-17.736, -14.510, -16.035], [-17.815, -12.797, -16.151], [-16.219, -12.569, -14.233], [-16.907, -14.600, -13.097], [-15.096, -14.617, -13.272], [-16.100, -15.589, -14.335], [-14.364, -13.582, -15.417], [-19.729, -10.138, -8.900], [-19.090, -11.506, -8.979], [-18.796, -12.060, -7.592], [-20.007, -12.392, -9.627], [-20.744, -10.197, -8.510], [-19.805, -9.725, -9.912], [-19.091, -9.440, -8.356], [-18.174, -11.414, -9.577], [-17.979, -11.521, -7.096], [-18.462, -13.098, -7.652], [-19.653, -12.010, -6.920], [-19.488, -13.006, -10.169], [-20.688, -19.501, -15.601], [-20.123, -18.507, -14.594], [-19.259, -17.433, -15.235], [-21.199, -17.926, -13.875], [-19.941, -20.102, -16.130], [-21.219, -18.978, -16.405], [-21.354, -20.246, -15.163], [-19.476, -19.039, -13.890], [-19.873, -16.708, -15.780], [-18.545, -17.803, -15.973], [-18.713, -16.906, -14.451], [-21.951, -17.759, -14.458], [-16.356, -14.389, -9.218], [-17.310, -15.165, -9.933], [-16.455, -13.319, -9.408], [-16.460, -14.577, -8.152], [-15.345, -14.687, -9.509], [-17.394, -14.796, -10.823], [-19.782, -16.318, -7.837], [-18.481, -16.829, -8.012], [-20.479, -16.333, -8.681], [-20.296, -16.868, -7.046], [-19.763, -15.286, -7.469], [-18.084, -16.286, -8.716], [-23.757, -16.609, -16.031], [-23.356, -16.176, -14.726], [-23.349, -15.910, -16.766], [-23.357, -17.603, -16.228], [-24.846, -16.666, -16.104], [-23.467, -15.224, -14.675], [-23.461, -17.534, -10.869], [-22.659, -17.237, -9.742], [-24.218, -18.295, -10.619], [-24.013, -16.667, -11.222], [-22.891, -18.010, -11.674], [-21.968, -17.901, -9.689]]}

***

In kcal/mol, relative to the most stable structure: (P) 120.2; (Q) 0.0.

***

(P)
{"formula": "C3H17N2O3", "method": "ωB97M-V/def2-TZVPD", "lumo_energy_ev": -2.930, "orbital_gap_ev": 10.28, "total_charge": 1, "e_homo_ev": -13.2, "species": ["N", "C", "C", "N", "C", "H", "H", "H", "H", "H", "H", "H", "H", "H", "H", "H", "H", "H", "O", "H", "H", "O", "H", "H", "O"], "positions_angstrom": [[-0.267, 1.433, 0.769], [-0.018, 0.017, 1.254], [0.084, -0.888, 0.059], [1.233, -0.593, -0.803], [2.279, -1.662, -0.937], [-0.979, 1.261, 0.003], [-0.731, 2.129, 1.357], [0.521, 1.751, 0.199], [0.849, -0.119, 1.913], [-0.819, -0.002, 2.002], [0.136, -1.927, 0.467], [-0.800, -1.075, -0.554], [0.788, -0.749, -1.694], [2.133, -2.252, -1.842], [2.255, -2.166, 0.056], [3.306, -1.312, -0.860], [3.165, 1.668, 1.618], [2.921, 1.046, 0.181], [2.515, 1.270, 1.036], [-2.527, 0.559, -2.971], [-3.499, 0.711, -1.973], [-2.716, 1.209, -2.263], [-3.376, -0.707, 0.465], [-3.538, 0.523, 1.438], [-2.915, -0.126, 1.079]]}

***

(Q)
{"formula": "C3H17N2O3", "method": "ωB97M-V/def2-TZVPD", "lumo_energy_ev": -9.683, "orbital_gap_ev": 3.29, "total_charge": 1, "e_homo_ev": -13.0, "species": ["C", "N", "C", "N", "C", "H", "H", "H", "H", "H", "H", "H", "H", "H", "H", "H", "H", "H", "O", "H", "H", "O", "H", "H", "O"], "positions_angstrom": [[-0.952, -3.062, -1.398], [0.415, -2.704, -1.676], [-1.768, -1.733, -1.286], [-0.533, 0.688, 1.985], [-0.848, 2.080, 2.119], [-1.012, -3.684, -0.496], [-1.408, -3.622, -2.215], [0.829, -2.187, -0.888], [1.020, -3.402, -2.099], [-2.285, -1.535, -2.219], [-1.095, -0.925, -1.013], [-0.093, 0.270, 2.802], [-2.453, -1.813, -0.440], [-1.222, 2.503, 1.193], [0.104, 2.599, 2.350], [-1.505, 2.277, 2.966], [0.020, 0.458, 1.163], [0.850, 1.572, -1.698], [0.402, 1.316, -0.882], [2.109, -0.866, 0.543], [0.831, 0.469, -0.522], [1.200, -0.795, 0.213], [2.244, 3.843, 0.917], [1.366, 2.757, 0.190], [1.357, 3.471, 0.867]]}

***

In kcal/mol, relative to the most stable structure: (P) 0.0; (Q) 141.0.